No. 1
# C27H25F6OSi

A 2-piece molecular cluster, C27H25F6OSi overall in a non-equilibrium geometry (ωB97M-V with the def2-TZVPD basis set, OMol25).

Summary:
Charge: +1
Relative energy (zero: lowest compared OMol25 entry of this formula, charge and spin): 0.4124 eV

Cartesian coordinates (Å):
F: 5.891 1.822 -1.736
C: 4.952 2.744 -2.109
F: 4.855 3.651 -1.091
F: 5.464 3.408 -3.195
C: 3.634 2.100 -2.409
C: 2.448 2.763 -2.096
C: 1.243 2.115 -2.278
C: 1.169 0.777 -2.784
C: -0.096 0.132 -2.792
C: -0.558 -0.937 -3.618
C: 0.257 -1.959 -4.182
C: -0.285 -3.021 -4.885
C: -1.665 -3.117 -5.031
C: -2.254 -4.332 -5.681
F: -3.525 -4.576 -5.241
F: -2.317 -4.216 -7.046
F: -1.517 -5.453 -5.417
C: -2.504 -2.101 -4.572
C: -1.960 -1.043 -3.873
C: 2.405 0.199 -3.203
C: 3.613 0.842 -3.004
H: 2.474 3.778 -1.708
H: 0.315 2.628 -2.024
H: -0.856 0.584 -2.157
H: 1.326 -1.962 -4.024
H: 0.369 -3.781 -5.305
H: -3.573 -2.149 -4.757
H: -2.616 -0.261 -3.489
H: 2.431 -0.784 -3.650
H: 4.538 0.359 -3.308
C: -2.177 2.011 0.473
Si: -2.056 0.612 1.682
C: -3.362 0.556 2.997
C: -1.774 -0.993 0.790
O: -0.631 1.120 2.463
C: 0.141 0.416 3.293
C: 0.703 -0.833 3.089
C: 1.195 -1.381 4.386
C: 0.882 -0.238 5.359
C: 0.952 -0.204 6.744
C: 0.457 0.927 7.420
C: -0.084 2.020 6.713
C: -0.145 1.997 5.320
C: 0.331 0.847 4.674
H: -3.100 1.948 -0.113
H: -2.151 2.975 0.997
H: -1.317 1.977 -0.209
H: -4.316 0.252 2.545
H: -3.115 -0.158 3.794
H: -3.497 1.542 3.464
H: -2.728 -1.306 0.340
H: -1.036 -0.872 -0.016
H: -1.427 -1.791 1.461
H: 0.756 -1.339 2.137
H: 0.683 -2.310 4.692
H: 2.271 -1.608 4.373
H: 1.389 -1.049 7.281
H: 0.500 0.958 8.508
H: -0.457 2.885 7.268
H: -0.547 2.827 4.740

***

No. 2
# C5H20N2NbO5

C5H20N2NbO5 as an isolated structure in a non-equilibrium geometry (ωB97M-V with the def2-TZVPD basis set, OMol25).

Summary:
Charge: -1

Cartesian coordinates (Å):
N: 2.289 1.317 1.292
C: 1.499 0.429 0.796
C: 0.403 0.724 -0.294
Nb: -1.630 0.128 0.492
O: -2.416 2.060 0.557
N: -1.559 3.042 0.265
O: -0.865 3.357 1.186
H: 2.048 2.202 0.837
H: 1.600 -0.637 1.102
H: 0.653 -0.003 -1.125
H: 0.508 1.740 -0.744
H: -1.107 0.309 2.257
H: -3.268 -0.503 1.031
H: -2.231 -0.004 -1.251
H: -1.067 -1.594 0.504
C: -3.812 -2.837 -2.608
O: -2.413 -2.728 -2.401
H: -4.322 -2.419 -1.742
H: -4.104 -2.277 -3.502
H: -4.095 -3.889 -2.721
H: -1.978 -3.099 -3.173
C: 0.670 -4.425 0.539
O: 0.767 -3.228 1.293
H: -0.358 -4.534 0.196
H: 1.335 -4.377 -0.328
H: 0.936 -5.285 1.163
H: 1.679 -3.147 1.587
C: 3.704 5.120 1.029
O: 3.312 4.139 0.081
H: 4.746 4.949 1.295
H: 3.602 6.121 0.598
H: 3.086 5.040 1.927
H: 2.391 4.307 -0.139

***

no.,LUMO level (eV),HOMO-LUMO gap (eV),energy (eV)
1,-6.75,2.9,-54629.28424
2,2.71,7.4,-20268.27875